Computed, not measured: a single C3H7N3O2 molecule in a non-equilibrium geometry, with wB97M-V/def2-TZVPD.

Last column: Mulliken charge in e.
Cartesian coordinates (Å):
H -2.7580 -1.2917 0.0911  0.280
N -2.4779 -0.4315 -0.5333  -0.716
C -1.3377 -0.1740 -0.0902  0.226
C -0.3188 -0.8514 1.0089  -0.466
C 0.7012 -1.4767 0.1222  -0.005
N 1.6094 -0.7979 -0.5785  -0.323
O 2.1819 0.4294 -0.1241  -0.422
N -0.6699 1.0737 -0.4779  -0.175
O -0.1228 1.7460 0.5548  -0.480
H -0.6713 -1.4642 1.9087  0.387
H 0.2929 -0.0226 1.4754  0.287
H 0.5204 -2.2685 -0.7724  0.280
H 3.2198 0.3462 -0.5126  0.374
H -1.4690 1.5083 -0.9548  0.349
H 0.8939 1.8912 0.2013  0.405

Summary:
HOMO energy ... -9.14 eV
Multiplicity ... 1
Calculated total energy ... -433.0294 hartree
SMILES string ... [H]/N=C(\C/C=N\O)NO